1.
A molecular structure, C48H48As2FN6NaO6S in a non-equilibrium geometry. Source: OMol25; level of theory: ωB97M-V with the def2-TZVPD basis set.

```
113
Properties=species:S:1:pos:R:3:forces:R:3
Na -0.009 -0.386 -0.596 0.672 0.649 0.380
O -3.817 3.372 1.346 -0.209 -0.024 0.008
C -2.943 2.508 1.409 0.020 0.236 0.146
N -2.426 1.812 0.392 -0.024 -0.346 0.181
C -3.150 1.092 -0.454 -0.355 -0.080 -0.183
O -4.263 0.553 -0.260 0.674 0.277 0.003
C -2.507 0.892 -1.830 -0.174 0.144 -0.045
C -3.232 0.186 -2.787 0.039 0.072 -0.069
C -2.729 0.083 -4.068 0.037 -0.002 0.004
C -1.518 0.698 -4.362 -0.035 -0.013 0.029
C -0.859 1.369 -3.347 -0.036 -0.030 0.275
N -1.332 1.465 -2.098 -0.205 -0.114 -0.252
C -2.304 2.308 2.788 0.061 -0.304 -0.066
C -2.901 2.915 3.893 0.055 -0.019 -0.040
C -2.371 2.687 5.149 0.087 0.054 0.052
C -1.255 1.865 5.272 -0.187 0.136 -0.083
C -0.718 1.322 4.117 -0.950 -0.206 0.087
N -1.224 1.535 2.898 -0.479 -0.712 0.576
H -4.175 -0.252 -2.491 -0.014 0.012 -0.012
H -3.266 -0.471 -4.829 0.003 -0.016 -0.017
H -1.081 0.654 -5.352 0.005 -0.039 -0.002
H 0.102 1.841 -3.530 -0.023 -0.069 0.059
H -3.765 3.542 3.722 0.004 -0.008 0.011
H -2.812 3.152 6.024 -0.019 -0.037 -0.010
H -0.810 1.650 6.236 0.004 0.024 0.006
H 0.156 0.675 4.164 -1.202 0.195 0.157
C 0.936 3.583 -1.054 0.031 -0.083 -0.061
As 0.870 2.224 0.354 0.143 0.379 0.574
C 0.287 3.541 1.747 0.236 0.071 0.060
C 2.770 2.293 0.967 -0.060 0.085 -0.026
C 3.680 3.225 0.459 0.061 -0.267 -0.089
C 5.012 3.234 0.850 -0.018 -0.204 0.124
C 5.470 2.287 1.763 -0.191 0.073 -0.081
C 4.569 1.381 2.308 -0.075 0.177 -0.076
C 3.220 1.396 1.945 -0.003 0.033 0.240
As 1.888 0.356 2.989 1.117 -0.233 -1.062
C 3.027 -1.150 3.545 0.146 -0.067 -0.038
C 2.115 1.388 4.665 0.498 0.204 -0.001
H 1.278 4.539 -0.665 0.060 0.118 0.023
H -0.091 3.678 -1.402 -0.010 -0.022 -0.021
H 1.569 3.250 -1.877 -0.022 -0.049 0.019
H 1.015 4.349 1.830 0.062 0.098 -0.125
H 0.176 3.052 2.721 0.338 0.470 -0.494
H -0.684 3.951 1.456 0.113 -0.052 0.024
H 3.354 3.933 -0.291 -0.032 0.058 -0.008
H 5.693 3.964 0.429 0.023 0.006 -0.007
H 6.510 2.269 2.064 0.045 -0.014 -0.017
H 4.923 0.667 3.042 0.009 -0.028 0.056
H 3.760 -0.851 4.294 0.065 -0.025 0.025
H 3.535 -1.576 2.677 -0.079 0.074 0.072
H 2.378 -1.917 3.969 -0.005 -0.031 0.036
H 3.161 1.658 4.802 0.096 -0.014 0.066
H 1.778 0.782 5.509 0.008 0.000 0.000
H 1.509 2.295 4.626 0.168 -0.057 -0.011
C 3.491 -3.318 -0.516 0.055 0.106 -0.031
C 2.843 -4.459 -0.080 -0.082 -0.107 0.076
C 1.682 -4.334 0.666 0.093 -0.308 -0.040
C 1.208 -3.066 0.952 -0.398 0.391 0.194
N 1.817 -1.961 0.521 0.268 0.019 -0.185
C 2.938 -2.085 -0.200 -0.287 0.013 0.248
C -0.075 -2.870 1.721 0.270 0.196 -0.413
C -0.508 -3.785 2.666 -0.205 -0.144 0.262
C -1.739 -3.582 3.279 0.194 -0.102 -0.030
C -2.503 -2.487 2.919 -0.142 0.047 0.045
C -1.986 -1.609 1.978 0.447 0.144 -0.158
N -0.786 -1.785 1.415 -0.400 0.147 -0.027
H 4.390 -3.370 -1.119 -0.048 0.007 0.030
H 3.222 -5.441 -0.337 -0.018 0.010 -0.001
H 1.116 -5.207 0.967 0.039 0.025 -0.030
H 3.376 -1.156 -0.554 -0.069 -0.050 0.036
H 0.108 -4.636 2.924 -0.013 -0.028 0.010
H -2.095 -4.280 4.026 -0.006 -0.033 0.008
H -3.480 -2.305 3.354 0.117 -0.024 -0.052
H -2.543 -0.726 1.662 0.125 -0.112 0.018
F 4.376 -0.409 -5.695 0.185 -0.048 -0.274
C 3.680 -0.156 -4.545 -0.071 0.064 0.191
C 2.554 -0.897 -4.266 -0.154 0.045 0.213
C 1.849 -0.615 -3.087 -0.010 -0.069 -0.020
C 2.208 0.380 -2.135 0.038 -0.242 -0.426
C 3.387 1.057 -2.512 -0.016 -0.049 -0.137
C 4.123 0.823 -3.688 -0.049 0.063 0.217
H 2.248 -1.675 -4.960 0.020 0.058 0.065
H 0.962 -1.239 -2.918 0.112 0.119 -0.012
H 3.791 1.828 -1.858 0.004 0.071 0.056
H 5.025 1.382 -3.928 -0.074 -0.028 0.033
C 0.141 -1.994 -7.324 -0.079 -0.028 0.044
C -0.718 -2.898 -6.472 0.054 0.059 -0.050
C -2.029 -3.189 -6.832 -0.017 0.044 0.003
C -2.817 -4.030 -6.055 0.131 -0.026 0.084
C -2.274 -4.603 -4.913 0.196 0.122 -0.230
C -0.961 -4.324 -4.530 -0.199 0.035 -0.092
C -0.202 -3.466 -5.308 0.048 -0.023 0.053
S -3.262 -5.705 -3.945 0.004 0.298 0.153
O -4.589 -5.632 -4.498 -0.119 -0.212 0.017
O -2.563 -6.958 -3.864 -0.058 -0.157 -0.076
N -3.289 -5.090 -2.452 -0.151 0.681 0.104
C -3.862 -3.715 -2.280 0.330 -0.488 -0.002
C -3.117 -2.986 -1.166 -0.193 0.008 0.099
C -1.605 -2.959 -1.383 0.275 0.040 -0.115
O -1.019 -4.084 -1.360 -0.103 0.390 -0.014
O -1.078 -1.838 -1.569 -0.300 -1.068 -0.366
H -0.469 -1.392 -8.001 0.013 -0.032 0.030
H 0.836 -2.580 -7.931 -0.018 0.010 0.022
H 0.737 -1.320 -6.707 -0.026 -0.007 0.007
H -2.448 -2.738 -7.726 0.001 -0.004 0.010
H -3.845 -4.250 -6.320 0.084 0.021 0.019
H -0.554 -4.727 -3.610 -0.031 0.022 -0.027
H 0.807 -3.220 -4.992 -0.101 -0.041 -0.012
H -2.330 -5.071 -2.050 -0.046 -0.104 0.121
H -4.916 -3.797 -2.038 -0.189 -0.093 0.024
H -3.789 -3.128 -3.199 0.125 -0.048 -0.163
H -3.305 -3.488 -0.211 -0.033 0.009 -0.033
H -3.498 -1.965 -1.110 0.004 -0.070 0.123
```
Positions in Å, forces in eV/Å.

Values from the calculation:
HOMO-LUMO gap ... 0.197 hartree
Energy relative to the best compared isomer or geometry (same formula, charge and spin) ... 15.4 kcal per mole
Net charge ... -2
Maximum force ... 0.030 hartree/bohr
2S+1 ... 1
HOMO level ... -1.8 eV

---

2.
A molecular structure, C48H48BiFN4O2Si2. Source: OMol25; level of theory: ωB97M-V with the def2-TZVPD basis set.

```
106
Properties=species:S:1:pos:R:3:forces:R:3
Bi -1.299 -0.421 -1.133 0.245 0.366 -0.330
C -3.100 -3.160 -4.429 -0.391 -0.114 -0.029
Si -1.341 -2.484 -4.319 0.190 -0.066 0.040
C -1.305 -0.969 -5.401 0.163 0.391 -0.075
C -0.264 -3.710 -5.251 0.264 -0.360 -0.040
N -0.757 -2.255 -2.716 0.004 0.070 0.438
C -0.440 -3.369 -1.941 -0.213 -0.044 -0.247
C -1.025 -4.652 -2.057 -0.025 0.082 0.020
C -0.647 -5.719 -1.246 0.027 0.244 -0.035
C 0.312 -5.551 -0.253 -0.046 0.110 -0.120
C 0.901 -4.298 -0.097 0.103 -0.091 0.118
C 0.534 -3.271 -0.936 -0.011 -0.203 -0.072
F 1.168 -2.088 -0.827 0.043 0.254 0.013
H -3.585 -2.788 -5.344 0.061 -0.104 0.173
H -3.709 -2.843 -3.571 0.081 -0.043 -0.150
H -3.114 -4.259 -4.464 -0.046 0.210 0.010
H -1.423 -1.286 -6.453 0.044 0.087 0.351
H -0.340 -0.455 -5.292 -0.253 -0.139 -0.107
H -2.086 -0.243 -5.164 0.075 -0.014 0.009
H -0.689 -3.887 -6.250 0.093 0.010 0.155
H -0.174 -4.678 -4.735 0.003 0.254 -0.159
H 0.747 -3.296 -5.375 -0.200 -0.107 0.011
H -1.802 -4.795 -2.807 0.157 -0.020 0.178
H -1.122 -6.684 -1.384 -0.012 0.003 -0.007
H 0.602 -6.375 0.388 -0.032 0.066 -0.005
H 1.645 -4.097 0.668 -0.091 0.020 -0.092
O 3.492 -0.769 1.916 -0.471 -0.105 0.251
C 2.527 -1.179 2.547 -0.016 -0.274 -0.057
N 2.572 -1.296 3.958 -0.241 0.159 -0.146
C 1.473 -2.082 4.443 -0.239 -0.044 -0.228
C 0.606 -2.124 3.098 0.026 -0.129 -0.102
O -0.530 -2.620 3.116 0.615 0.390 -0.131
N 1.303 -1.609 2.069 -0.089 -0.124 0.769
C 0.684 -1.399 5.572 0.113 -0.111 -0.118
C -0.439 -2.004 6.138 -0.108 -0.014 0.057
C -1.167 -1.367 7.138 0.129 -0.015 -0.101
C -0.780 -0.115 7.606 0.039 -0.074 -0.073
C 0.336 0.493 7.050 0.042 -0.061 -0.096
C 1.056 -0.143 6.040 0.004 0.088 0.077
C 1.882 -3.511 4.856 -0.005 0.068 0.072
C 3.104 -3.723 5.495 -0.013 -0.089 0.069
C 3.488 -4.987 5.932 -0.069 0.088 -0.040
C 2.647 -6.077 5.739 -0.066 0.107 -0.038
C 1.435 -5.885 5.087 0.029 0.120 -0.013
C 1.056 -4.618 4.647 0.048 -0.073 -0.033
H 3.475 -1.286 4.388 0.211 -0.079 0.007
H -0.762 -2.973 5.778 0.026 0.072 -0.012
H -2.049 -1.850 7.545 0.044 0.000 -0.008
H -1.343 0.378 8.392 0.017 -0.025 -0.070
H 0.643 1.479 7.386 0.001 -0.073 -0.017
H 1.912 0.345 5.593 -0.048 0.004 -0.011
H 3.775 -2.887 5.663 -0.028 -0.055 0.018
H 4.447 -5.119 6.424 -0.076 0.027 -0.029
H 2.935 -7.062 6.093 -0.010 0.058 -0.058
H 0.775 -6.730 4.909 0.058 0.092 0.005
H 0.126 -4.475 4.106 0.043 0.007 0.085
C -1.169 1.068 -2.619 -0.309 -0.042 -0.372
C -0.945 2.193 -3.109 0.229 -0.256 0.323
C -0.612 3.406 -3.663 -0.009 0.223 0.017
C -1.456 4.582 -3.382 0.154 -0.242 -0.252
C -2.421 4.579 -2.355 0.037 -0.007 0.114
C -3.266 5.661 -2.140 0.134 -0.156 -0.013
C -3.209 6.791 -2.951 0.021 -0.007 0.023
C -2.294 6.800 -3.996 0.146 -0.184 0.042
C -1.439 5.724 -4.208 -0.152 0.119 0.030
C 0.621 3.451 -4.477 -0.205 -0.012 0.076
C 1.423 4.601 -4.582 0.180 -0.050 -0.103
C 2.613 4.597 -5.307 -0.236 -0.106 0.114
C 3.055 3.447 -5.951 -0.059 0.033 0.043
C 2.293 2.287 -5.825 -0.084 0.022 0.082
C 1.109 2.288 -5.102 0.051 -0.046 -0.112
H -2.492 3.697 -1.724 -0.001 0.099 0.011
H -3.977 5.624 -1.323 -0.002 -0.050 0.011
H -3.863 7.641 -2.776 0.038 -0.096 -0.012
H -2.246 7.654 -4.661 0.023 0.023 -0.052
H -0.772 5.748 -5.059 0.009 0.026 0.007
H 1.134 5.495 -4.046 0.032 -0.008 -0.031
H 3.212 5.501 -5.344 -0.012 0.025 -0.011
H 3.979 3.448 -6.521 -0.077 -0.013 0.079
H 2.636 1.365 -6.286 -0.067 0.051 0.024
H 0.538 1.371 -4.995 0.101 0.151 -0.021
C -3.433 0.952 1.158 -0.083 -0.279 -0.234
Si -1.721 1.634 1.615 -0.200 -0.296 0.167
C -1.282 0.843 3.235 0.153 -0.345 0.319
C -2.011 3.442 2.034 -0.002 0.417 0.118
N -0.632 1.251 0.348 0.559 -0.004 -0.323
C 0.577 1.907 0.048 -0.328 0.230 0.040
C 1.635 1.245 -0.602 -0.230 -0.212 0.169
C 2.762 1.921 -1.039 -0.011 0.108 0.067
C 2.903 3.288 -0.820 -0.085 -0.070 0.061
C 1.906 3.952 -0.114 -0.038 -0.124 0.025
C 0.770 3.280 0.322 -0.014 -0.073 -0.104
H -4.213 1.563 1.631 0.111 -0.126 -0.024
H -3.555 -0.085 1.513 0.024 0.266 -0.122
H -3.635 0.963 0.074 -0.021 0.068 0.245
H -2.047 1.052 3.999 0.160 -0.038 -0.098
H -0.317 1.217 3.604 -0.136 -0.074 -0.027
H -1.193 -0.250 3.122 -0.049 0.312 0.076
H -2.985 3.533 2.541 0.208 -0.045 -0.070
H -2.022 4.094 1.159 -0.116 0.038 -0.004
H -1.240 3.815 2.724 -0.164 -0.066 -0.169
H 1.583 0.162 -0.716 0.018 0.192 -0.003
H 3.552 1.364 -1.532 -0.081 0.031 0.003
H 3.777 3.821 -1.178 -0.021 -0.034 0.018
H 2.005 5.015 0.094 -0.031 -0.083 -0.026
H -0.001 3.831 0.850 0.233 -0.088 -0.200
```
Positions in Å, forces in eV/Å.

Values from the calculation:
HOMO-LUMO gap (spin up / spin down) ... 0.179 / 0.179 hartree
Energy relative to the best compared isomer or geometry (same formula, charge and spin) ... 44.0 kcal per mole
Net charge ... -2
Maximum force ... 0.015 hartree/bohr
2S+1 ... 1
HOMO level (spin up / spin down) ... -1.3 / -1.3 eV

---

> Which of these has the lowest energy relative to the best compared isomer or geometry (same formula, charge and spin)?

C48H48As2FN6NaO6S

---

> The highest energy relative to the best compared isomer or geometry (same formula, charge and spin) belongs to which entry?

C48H48BiFN4O2Si2

---

> What is the formula in the first record?

C48H48As2FN6NaO6S